A molecular structure, C77H154F30N13O22S10 in a non-equilibrium geometry. Source: OMol25; level of theory: ωB97M-V with the def2-TZVPD basis set.

Output
Net charge: +3
Frontier orbital gap: 10.2095 eV

Last column: Mulliken charge in e.
Cartesian coordinates (Å):
C  -7.059186  8.378311  -0.620866  -1.35
C  -7.404661  7.487556  -1.812639  0.02
C  -6.414223  6.399564  -1.826635  -0.57
N  -6.213511  5.700303  -3.165672  1.79
C  -5.101445  4.754044  -2.927360  -0.49
C  -7.609025  5.149982  -3.574245  -0.71
C  -8.119841  6.018887  -4.692287  -0.57
C  -6.995599  7.027379  -5.069915  -1.05
C  -5.796873  6.608969  -4.200028  -0.74
H  -6.687876  7.816392  0.220969  0.26
H  -7.924799  8.982376  -0.285153  0.39
H  -6.179965  9.008665  -0.792428  0.38
H  -7.426126  8.026287  -2.748624  0.17
H  -8.444039  7.150485  -1.631602  0.34
H  -6.656641  5.656688  -1.143981  -0.36
H  -5.465143  6.749019  -1.527065  0.33
H  -4.121388  5.257804  -2.824515  0.17
H  -4.969873  4.078882  -3.748183  -0.73
H  -5.356171  4.101060  -2.127686  0.51
H  -7.254301  4.164746  -3.933601  0.43
H  -8.193387  4.996714  -2.674760  0.47
H  -8.406216  5.364477  -5.552527  0.37
H  -8.976038  6.639737  -4.355977  0.33
H  -6.811956  6.907478  -6.127965  0.37
H  -7.380589  8.010536  -4.919097  0.45
H  -5.156847  6.053435  -4.859231  0.27
H  -5.256587  7.388063  -3.758855  0.47
C  2.217295  -0.359098  2.326485  -2.41
C  1.555144  0.247540  1.105429  1.72
C  0.393435  -0.516855  0.606302  0.25
N  -0.567259  0.239597  -0.278781  1.33
C  0.004490  0.904749  -1.495490  1.74
C  -1.201301  1.383651  0.539225  0.63
C  -2.679142  1.439175  0.116621  1.29
C  -3.017183  0.004209  -0.038535  -0.06
C  -1.763182  -0.607220  -0.690926  0.40
H  2.486894  -1.360046  2.092170  0.69
H  1.674871  -0.301385  3.242217  0.34
H  3.182106  0.177382  2.472277  0.37
H  2.314857  0.280216  0.295024  -0.78
H  1.215131  1.275989  1.335916  -0.61
H  -0.231930  -0.896542  1.380615  -0.14
H  0.726839  -1.350533  0.027893  0.65
H  -0.814904  1.479930  -1.982216  0.13
H  0.363920  0.165065  -2.244221  -1.28
H  0.812133  1.542912  -1.103817  -0.47
H  -0.658228  2.282744  0.270580  -0.96
H  -0.963136  1.160025  1.587095  0.16
H  -2.754856  2.063798  -0.818295  -0.33
H  -3.367007  1.849229  0.846536  -0.86
H  -3.941274  -0.143852  -0.661068  0.32
H  -3.080057  -0.545438  0.876734  -0.33
H  -1.865082  -0.646440  -1.734086  0.33
H  -1.521199  -1.683156  -0.310384  -0.91
C  0.390146  7.751762  5.640460  -1.30
C  0.882967  7.200453  4.238603  0.09
C  1.856521  6.052374  4.438924  -1.12
N  1.993404  5.090298  3.258062  0.97
C  0.655937  4.438583  3.135294  -0.63
C  3.002802  4.047957  3.621573  -0.97
C  3.432743  3.493571  2.285404  0.41
C  3.484509  4.700774  1.325113  -0.50
C  2.440598  5.680109  1.923351  -0.33
H  -0.383153  8.509287  5.546800  0.40
H  1.262011  8.131518  6.180979  0.36
H  -0.076171  6.935269  6.252976  0.28
H  1.448574  7.902191  3.672576  0.45
H  0.089450  6.901379  3.574826  -0.05
H  1.585690  5.436523  5.296855  0.54
H  2.829162  6.521991  4.556889  0.57
H  0.212551  4.178584  4.109375  0.38
H  0.788746  3.489716  2.594717  -0.11
H  -0.039023  5.067998  2.592250  -0.15
H  2.622760  3.188283  4.165872  0.26
H  3.902320  4.529675  4.088173  0.51
H  2.672991  2.759135  1.979991  -0.84
H  4.335650  2.872617  2.401128  0.78
H  3.128800  4.426509  0.324201  0.03
H  4.492994  5.098303  1.289589  0.51
H  1.561932  5.605040  1.308662  -0.03
H  2.844971  6.714908  2.135213  0.35
C  7.738486  -1.989430  1.261510  -1.38
C  8.013361  -2.837508  -0.014292  0.55
C  9.517558  -2.962399  -0.157601  -0.79
C  10.011463  -3.632700  -1.464780  -0.82
N  11.475469  -3.639206  -1.559021  0.16
C  12.137583  -4.588865  -0.448118  -0.51
C  13.517645  -4.703189  -1.030370  -0.64
C  13.403095  -4.732004  -2.581454  -0.70
C  11.962916  -4.365734  -2.808664  -0.51
C  12.021849  -2.237647  -1.559995  -1.02
H  6.697136  -1.804050  1.415547  0.31
H  8.270060  -1.040202  1.149652  0.41
H  8.098252  -2.569694  2.152306  0.37
H  7.525105  -2.375725  -0.966978  0.03
H  7.468533  -3.771792  0.074823  -0.10
H  9.890662  -3.480384  0.661611  0.47
H  10.027237  -2.020400  -0.064689  0.41
H  9.493882  -3.143545  -2.354466  0.31
H  9.778251  -4.684216  -1.458987  0.28
H  12.044077  -4.036980  0.528371  0.40
H  11.569523  -5.481689  -0.447811  0.38
H  14.202106  -3.932955  -0.711878  0.31
H  13.982701  -5.674656  -0.763893  0.40
H  13.971341  -3.997988  -3.158110  0.34
H  13.617102  -5.682074  -3.023904  0.38
H  11.783936  -3.700884  -3.674742  0.45
H  11.339871  -5.272773  -2.949023  0.35
H  12.998265  -2.190940  -1.990156  0.44
H  12.053317  -1.905613  -0.497550  0.40
H  11.349504  -1.586720  -2.092397  0.32
C  -0.858894  -4.253299  0.840226  -0.51
C  -0.810716  -5.796907  0.998924  -0.23
C  -0.596664  -6.608900  -0.281848  -0.31
C  0.698247  -6.007722  -0.937728  -0.07
N  1.049893  -6.645885  -2.275569  0.65
C  0.100322  -6.221757  -3.376365  -0.73
C  0.872658  -6.615840  -4.680574  -0.54
C  2.356822  -6.583397  -4.317015  -0.76
C  2.412174  -6.152600  -2.830991  0.08
C  1.077789  -8.152055  -2.137350  -0.73
H  -0.817847  -3.799576  1.842780  -0.04
H  -1.802858  -4.069217  0.322374  0.46
H  0.063393  -3.920625  0.392988  0.00
H  -1.800553  -6.109714  1.506106  0.45
H  -0.042643  -6.141759  1.682909  -0.19
H  -1.439538  -6.512028  -1.004604  0.29
H  -0.386742  -7.686181  0.050465  0.34
H  1.516997  -6.231981  -0.292222  -0.26
H  0.667509  -4.958061  -1.154121  0.03
H  -0.932170  -6.678124  -3.272231  0.41
H  0.024899  -5.185069  -3.253504  0.16
H  0.556461  -7.651477  -4.860137  0.31
H  0.578727  -6.038387  -5.574998  0.45
H  2.754869  -7.620083  -4.465720  0.30
H  2.938666  -5.891408  -4.876640  0.53
H  3.206106  -6.611561  -2.190932  0.21
H  2.351268  -5.061853  -2.722830  -0.01
H  1.797944  -8.628867  -2.839767  0.38
H  0.058190  -8.466143  -2.264605  0.40
H  1.438347  -8.447016  -1.133649  0.06
C  -7.215759  3.310322  0.719283  -0.63
C  -5.950198  3.237213  1.616845  1.06
C  -5.987602  1.914034  2.472720  0.62
C  -7.173465  1.928407  3.434635  -1.44
N  -7.381000  0.669923  4.295441  0.47
C  -8.653970  0.815274  5.028394  -0.50
C  -8.600335  -0.215931  6.142210  -0.92
C  -7.122670  -0.337715  6.523886  -0.41
C  -6.419526  0.596287  5.462788  0.23
C  -7.327225  -0.606000  3.424795  -0.54
H  -7.144010  4.091962  -0.017153  -0.60
H  -8.038981  3.426990  1.357032  0.53
H  -7.238129  2.292288  0.224113  0.32
H  -5.778352  4.067776  2.351383  0.30
H  -5.028817  3.157194  0.971657  -0.71
H  -5.101979  1.822550  3.028361  -0.29
H  -5.958871  1.053486  1.827017  0.55
H  -8.135372  1.930027  2.903512  0.42
H  -7.017300  2.723856  4.115703  0.16
H  -9.512019  0.566889  4.398906  0.37
H  -8.738758  1.808343  5.408997  0.46
H  -8.954517  -1.243811  5.790192  0.33
H  -9.145591  0.096779  6.992685  0.39
H  -6.715367  -1.320146  6.312913  0.27
H  -6.829408  -0.063482  7.560214  0.47
H  -5.429609  0.286792  5.136054  -0.61
H  -6.369173  1.626068  5.775024  0.46
H  -6.344739  -0.923241  3.134917  -0.05
H  -7.851847  -0.318109  2.516792  0.39
H  -7.842608  -1.440242  3.914232  0.43
C  0.713482  -2.971260  7.235703  -1.23
C  -0.106311  -4.258071  7.057463  -0.62
N  0.689150  -5.428106  6.591363  0.55
C  -0.250555  -6.602874  6.420779  -0.79
C  1.321832  -5.096895  5.360918  -0.13
C  0.533983  -4.429144  4.298300  -0.36
C  1.694693  -5.687414  7.639853  -0.52
C  2.740135  -6.808703  7.378201  -0.76
O  3.799778  -6.172075  6.702290  -0.19
C  5.010026  -6.809570  6.783984  -0.95
H  0.253034  -2.272761  7.977386  0.36
H  0.877683  -2.380789  6.335286  0.18
H  1.630416  -3.093762  7.709580  0.53
H  -0.821677  -4.148868  6.288847  0.61
H  -0.636557  -4.520994  7.991970  0.50
H  -0.544252  -6.838115  7.425201  0.39
H  0.253485  -7.387797  5.948596  0.37
H  -1.120873  -6.256935  5.842212  0.29
H  1.806984  -5.977328  4.861931  -0.25
H  2.151457  -4.417928  5.605319  0.40
H  -0.509852  -4.780420  4.245878  0.33
H  1.042907  -4.583497  3.364625  -0.19
H  0.453095  -3.349527  4.447859  -0.11
H  1.116211  -5.958086  8.538839  0.46
H  2.282312  -4.781908  7.744436  0.19
H  2.230790  -7.686113  6.932597  0.19
H  3.080939  -7.121020  8.358335  0.75
H  5.742077  -6.178214  7.374862  0.27
H  5.458495  -6.913829  5.839660  0.24
H  5.022133  -7.719340  7.346851  0.43
C  2.026407  3.231397  -5.543491  -0.49
C  1.118470  3.650620  -6.711039  -0.45
N  -0.341329  3.302279  -6.572935  1.00
C  -0.925877  3.723473  -5.256285  -1.00
C  -1.161640  3.946768  -7.693712  -0.63
C  -1.614777  5.366981  -7.471524  -1.21
C  -0.490031  1.736685  -6.758293  1.11
C  -0.660595  1.159822  -8.129243  -0.80
O  0.638526  1.144189  -8.760976  -0.33
C  0.536852  0.722603  -10.152438  -0.82
H  3.056353  3.177045  -5.905058  0.61
H  1.704828  2.246838  -5.154621  -0.17
H  2.010897  3.926252  -4.672736  -0.02
H  1.461348  3.091865  -7.657703  0.35
H  1.112952  4.726496  -6.983098  0.55
H  -0.366974  3.283258  -4.475883  0.29
H  -1.956669  3.428615  -5.302663  -0.04
H  -0.737157  4.762406  -4.957904  0.42
H  -2.041123  3.284656  -7.828653  0.42
H  -0.562675  3.797128  -8.581954  0.48
H  -0.782552  6.011723  -7.165046  0.28
H  -2.387575  5.318351  -6.749706  0.10
H  -1.983571  5.793992  -8.407155  0.44
H  -1.285985  1.465094  -6.030682  -0.53
H  0.350333  1.328015  -6.200116  0.03
H  -1.362541  1.645972  -8.778774  0.45
H  -0.958835  0.082619  -7.911763  0.52
H  0.163639  -0.260159  -10.314024  0.34
H  1.556536  0.818069  -10.560368  0.25
H  -0.156149  1.376133  -10.708023  0.33
C  4.265644  1.384752  -2.178969  0.37
F  3.284536  1.789511  -1.265021  -0.22
F  3.895569  1.641466  -3.497350  -0.18
F  5.303764  2.120453  -1.895581  -0.20
S  4.535718  -0.347716  -1.910346  1.07
O  5.408783  -0.690241  -2.983954  -0.73
O  5.018429  -0.510824  -0.571722  -0.45
N  3.019091  -0.796944  -2.032516  -0.14
S  2.353678  -1.952765  -2.876826  0.76
O  3.279302  -3.023993  -3.199647  -0.71
O  1.026132  -2.294994  -2.392039  -0.48
C  1.893536  -1.089843  -4.457307  0.26
F  0.762766  -0.381552  -4.304824  -0.09
F  2.896176  -0.281685  -4.861281  -0.23
F  1.659776  -1.930440  -5.476048  -0.25
C  2.730148  -8.745858  3.714615  0.63
F  2.905679  -10.016099  3.726304  -0.20
F  1.473174  -8.334017  4.118943  -0.24
F  3.425402  -8.188115  4.711151  -0.23
S  3.192875  -8.109409  2.060694  0.98
O  4.599658  -8.325743  1.942985  -0.61
O  2.263218  -8.802844  1.165681  -0.73
N  2.701345  -6.595592  2.060968  -0.38
S  3.818133  -5.472521  2.331862  0.81
O  3.151935  -4.223401  2.363193  -0.23
O  4.819952  -5.811353  3.330422  -0.55
C  4.751031  -5.461628  0.717372  0.24
F  4.442307  -6.386320  -0.147506  -0.23
F  4.427164  -4.190733  0.193502  -0.04
F  6.084085  -5.521882  0.818200  -0.31
C  -2.870421  -1.672138  5.059064  0.13
F  -1.866819  -1.338714  5.894323  -0.12
F  -2.769674  -2.966138  4.801193  -0.21
F  -4.024099  -1.494729  5.704568  -0.18
S  -2.930841  -0.613981  3.593019  0.83
O  -1.671657  -0.924832  2.891039  -0.12
O  -4.200792  -1.065757  3.047629  -0.90
N  -3.148619  0.838407  4.189880  -0.39
S  -1.930398  1.852079  4.188929  0.61
O  -0.597421  1.273733  3.969651  -0.61
O  -2.299010  3.063947  3.490745  -0.31
C  -1.951935  2.303787  6.037531  0.17
F  -1.591302  1.126604  6.651720  -0.16
F  -1.010070  3.267226  6.240353  -0.15
F  -3.111214  2.663459  6.459047  -0.14
C  0.539241  6.122942  -1.975012  0.20
F  -0.324183  7.006500  -2.453200  -0.24
F  1.252794  5.636797  -2.969378  -0.14
F  1.246349  6.841195  -1.173599  -0.21
S  -0.314161  4.773289  -1.028856  1.04
O  -1.024134  4.072937  -2.065084  -0.12
O  0.683547  4.120743  -0.267046  -0.78
N  -1.195091  5.484822  0.017715  -0.15
S  -2.777906  5.773385  -0.152540  1.04
O  -3.180598  6.805678  -1.071806  -0.80
O  -3.518131  4.520576  -0.321077  0.08
C  -3.202005  6.432986  1.452561  -0.03
F  -3.417169  5.471871  2.356534  -0.07
F  -2.287999  7.252231  1.857267  -0.23
F  -4.309061  7.175445  1.344310  -0.22
C  -5.819295  1.849437  -7.734414  0.42
F  -5.822626  2.604001  -8.838841  -0.21
F  -7.082792  1.378104  -7.512259  -0.21
F  -5.094737  0.795082  -7.987722  -0.19
S  -5.098061  2.867946  -6.307057  0.96
O  -3.738814  3.202081  -6.691547  -0.68
O  -6.045009  3.916957  -6.222691  -0.58
N  -5.104441  1.835131  -5.108678  -0.67
S  -4.034758  1.191079  -4.158433  1.48
O  -2.769534  0.888345  -4.815377  -1.06
O  -4.078550  1.781498  -2.876703  -0.45
C  -4.731855  -0.468476  -3.895630  0.24
F  -5.308598  -1.038617  -4.922211  -0.20
F  -3.684845  -1.194326  -3.479893  -0.17
F  -5.593114  -0.372729  -2.879327  -0.22

Cartesian forces (eV/Å) of the 3 atoms listed first:
0.0111 0.9888 0.1245
-1.3997 0.7627 0.8142
0.4402 0.0635 -1.7493